No. 1
Density functional theory data (wB97M-V/def2-TZVPD) for a single C20H25NO4S molecule.

The LUMO energy comes out at 0.440 eV. The value obtained for the strongest force on any atom is 1.25 eV/Å. The SMILES is Cc1ccccc1S(=O)(=O)Cc1ccc(C(=O)NC2CCCCCC2)o1. For the HOMO energy, the calculation gives -8.731 eV. Its frontier orbital gap is 9.172 eV.

```
! RIJCOSX wB97M-V def2-TZVPD def2/J DEFGRID3
* xyz 0 1
C -3.06 -0.70 0.07
O 0.48 1.30 0.70
H 6.61 1.57 -1.69
H 1.97 4.16 0.22
C 2.85 1.37 0.99
O 2.89 0.72 -1.61
H -5.01 -1.35 -2.73
H -4.73 -2.40 -1.34
H -3.79 0.50 -1.54
H -4.55 0.59 0.95
C -5.15 -1.46 1.32
C 5.80 0.07 -0.41
C 7.02 -0.55 -0.15
C 5.77 1.44 -1.01
H -6.89 -2.25 0.36
H 3.70 2.03 0.92
H -5.48 -1.49 2.36
C -0.56 2.09 0.31
C 4.64 -0.63 -0.09
H -0.70 4.19 -0.25
C -1.90 1.49 0.16
H -5.99 0.32 -0.95
H -4.68 -2.43 1.11
H 8.03 -2.28 0.60
C 7.08 -1.82 0.41
C -0.11 3.36 0.07
C -3.60 -0.55 -1.35
H -3.54 -0.27 2.10
C 4.69 -1.89 0.48
H -2.80 -0.87 -2.04
H 5.86 2.20 -0.23
N -1.88 0.15 0.24
H -7.07 -0.59 0.91
H 3.75 -2.38 0.70
C -6.10 -0.76 -0.98
H 2.84 0.82 1.92
H -0.98 -0.30 0.30
S 3.00 0.07 -0.33
H 5.95 -3.48 1.17
C -6.38 -1.28 0.43
C 1.28 3.34 0.32
H -6.98 -0.97 -1.59
H 7.93 -0.04 -0.40
C -4.09 -0.37 1.16
C 5.91 -2.49 0.73
O 2.03 -0.96 -0.04
O -2.90 2.18 -0.01
C -4.86 -1.36 -1.65
H -2.72 -1.73 0.23
H 4.85 1.61 -1.55
C 1.59 2.06 0.70
*
```

Mulliken population analysis, charges in e, atoms 1 to 8:
1 C 0.062
2 O -0.289
3 H 0.500
4 H 0.496
5 C -0.694
6 O -0.690
7 H 0.391
8 H 0.398



No. 2
Density functional theory data (wB97M-V/def2-TZVPD) for 3 unconnected molecules or ions with the total composition C15H39B3N3O9P.

The LUMO energy comes out at 0.092 eV. The value obtained for the strongest force on any atom is 6.04 eV/Å. The SMILES is [H]/N=C/CB1OB(CCCOC)OB(CP(=O)(O)O)O1.COC[C@@H](C)N.COC[C@@H](C)N. For the HOMO energy, the calculation gives -9.303 eV. Its frontier orbital gap is 9.394 eV.

```
! RIJCOSX wB97M-V def2-TZVPD def2/J DEFGRID3
* xyz 0 1
C -2.46 -4.94 4.05
C -0.90 1.78 -1.96
O -0.94 -2.60 0.24
H -2.37 -3.88 4.32
H 3.16 0.47 2.10
C 2.56 1.36 1.60
O -4.23 0.11 -1.17
O 0.55 -4.87 0.42
H -1.66 -0.26 -1.02
H 4.22 2.29 0.29
H -0.96 -3.26 -2.42
H -5.20 -0.91 0.57
H 3.55 7.23 -4.59
C -1.75 0.90 -0.85
C -2.26 -5.75 5.32
H 3.75 4.53 -2.62
B 1.81 -0.98 -1.35
H -3.51 2.05 -1.72
H 1.16 1.17 3.02
H -2.05 -6.81 5.12
H -3.98 -4.35 2.64
N -1.38 -5.26 3.10
H -1.46 -4.63 2.29
H -0.73 2.84 -1.47
O -4.03 -6.37 2.71
H 6.15 7.45 -2.31
N 1.82 6.13 -1.82
N 1.36 1.78 2.18
C -4.29 -7.48 3.56
O 4.14 7.66 -2.64
O -0.28 -3.92 -2.10
H 2.52 3.25 0.18
H 2.70 -3.10 -0.92
C 3.04 4.74 -3.42
H 2.12 -2.16 0.63
O 0.67 -0.52 -2.18
C 2.29 6.06 -3.21
C 3.12 7.31 -3.58
H -4.90 -7.20 4.43
H -4.83 -8.23 2.98
C 5.32 6.87 -2.72
H 2.45 8.17 -3.62
H 5.21 5.98 -2.10
H -1.48 1.83 -2.99
H -1.38 1.09 0.27
B 0.57 0.97 -2.13
H 1.42 6.05 -3.87
H 1.23 6.96 -1.72
C 3.06 2.19 0.26
H -1.59 -6.18 2.70
H -1.41 -5.36 5.89
O 3.04 -0.13 -1.28
H 5.56 6.60 -3.75
H -3.14 -5.69 5.97
H -3.32 -0.89 0.60
H -4.66 -4.97 4.13
H -3.35 -7.93 3.88
C -4.24 -0.91 -0.11
C 1.86 -2.39 -0.49
H -4.21 -1.96 -0.67
P 0.22 -3.38 -0.49
C -3.86 -5.13 3.40
H -3.69 1.84 0.14
B 2.62 1.31 -1.07
H 2.33 3.91 -3.43
H 0.35 -4.64 1.39
H 3.57 4.74 -4.37
O 1.77 1.87 -2.17
H 2.63 6.33 -1.23
C -3.37 1.26 -0.84
*
```

Mulliken population analysis, charges in e, atoms 1 to 8:
1 C 0.231
2 C -0.747
3 O -0.566
4 H 0.410
5 H 0.317
6 C -0.075
7 O -0.363
8 O -0.568



No. 3
Density functional theory data (wB97M-V/def2-TZVPD) for 2 unconnected molecules or ions with the total composition C3H10N2O2.

The LUMO energy comes out at 0.878 eV. The value obtained for the strongest force on any atom is 1.02 eV/Å. The SMILES is C[C@@H](N)C(N)=O.O. For the HOMO energy, the calculation gives -9.869 eV. Its frontier orbital gap is 10.747 eV.

```
! RIJCOSX wB97M-V def2-TZVPD def2/J DEFGRID3
* xyz 0 1
H -0.71 -1.19 0.09
H 1.55 -1.42 -3.11
H -1.71 2.47 -0.68
H -0.94 -0.93 2.33
H -0.40 0.59 2.35
C -0.62 0.83 -0.44
C -0.27 -0.30 0.51
O -0.15 0.88 -1.57
O 0.93 -1.66 -2.42
H -2.03 1.66 0.81
H 1.62 -0.11 1.60
N -1.43 1.80 0.01
C 1.25 -0.45 0.63
H 0.48 -0.82 -2.22
H 1.76 0.18 -0.11
H 1.61 -1.46 0.43
N -0.96 -0.07 1.80
*
```

Mulliken population analysis, charges in e, atoms 1 to 8:
1 H 0.360
2 H 0.291
3 H 0.263
4 H 0.255
5 H 0.254
6 C 0.259
7 C 0.545
8 O -0.721



No. 4
Density functional theory data (wB97M-V/def2-TZVPD) for a molecular structure, C12H19I2N4ORu.

The LUMO energy (alpha / beta) comes out at 3.541 / 3.519 eV. The value obtained for the strongest force on any atom is 4.17 eV/Å. Its expectation value of S² is 8.7704. For the HOMO energy (alpha / beta), the calculation gives 2.214 / -3.109 eV. Its frontier orbital gap (alpha / beta) is 1.327 / 6.629 eV.

```
! RIJCOSX wB97M-V def2-TZVPD def2/J DEFGRID3
* xyz -2 6
C 1.85 1.36 1.82
I 0.30 1.04 -4.92
H 0.84 -5.02 -0.39
Ru -0.93 -0.32 0.33
C -2.47 2.84 -0.13
C -0.80 3.66 1.50
H 3.45 -1.04 -0.28
O -3.66 -1.19 0.44
H 2.22 0.15 -0.88
N 0.66 2.02 1.38
H 3.08 -3.47 -0.79
H 1.01 3.61 2.81
N -0.12 -3.12 -0.45
C -0.47 1.12 -3.11
H -1.40 4.49 1.79
C 0.36 3.22 2.00
C 2.62 -0.86 -0.99
H -1.27 -4.74 -0.33
C 0.24 -1.81 -0.54
I -0.20 -0.92 3.13
C -1.46 -3.67 -0.23
C 0.96 -3.96 -0.52
H -2.99 3.69 0.31
C 2.03 -3.20 -0.71
H 1.88 0.32 1.46
H -2.15 -3.32 -1.01
H 0.41 0.64 -2.59
H 1.86 1.37 2.91
C -2.59 -0.98 0.90
C -0.35 1.63 0.51
H 3.03 -0.99 -2.02
N -1.19 2.71 0.57
H -3.06 1.92 0.02
H -2.33 3.03 -1.21
H -1.41 0.56 -2.97
H -1.83 -3.44 0.78
N 1.61 -1.90 -0.78
H 2.75 1.90 1.45
H -0.60 2.12 -2.76
*
```

Mulliken population analysis, charges in e, atoms 1 to 8:
1 C -1.994
2 I -1.184
3 H 0.385
4 Ru -0.478
5 C -0.970
6 C -0.512
7 H 0.586
8 O -0.415